# 1
DFT (the ωB97M-V functional and the def2-TZVPD basis) results for a structure of composition C47H58NO4OsS2 at a distorted geometry.

XYZ file:
```
113
Properties=species:S:1:pos:R:3:forces:R:3
Os 2.304371 1.350686 -1.020886 -0.792 -1.175 -0.310
C 4.109985 -0.678482 -2.661098 -0.273 -0.037 0.147
O 2.725892 -0.498482 -2.137392 0.743 -2.988 -0.681
C 1.964223 -1.593942 -1.620597 0.079 -1.056 -1.035
C 0.847132 -2.081983 -2.386959 0.587 0.984 0.430
C 0.371792 -1.386490 -3.652332 1.771 0.136 -1.492
C -0.445788 -0.126511 -3.606908 -1.367 0.067 0.563
C -1.248162 0.154396 -4.686897 -0.151 1.135 -1.189
C -2.033044 1.327010 -4.806973 0.284 -1.275 -2.638
C -2.220122 2.066389 -3.719787 0.847 0.407 3.471
C -1.445924 1.838662 -2.530538 0.071 -0.659 -0.916
C -1.695768 2.829028 -1.390013 1.149 1.249 -1.078
C -1.243489 2.600060 0.055232 -1.632 0.108 -2.301
C -2.330618 2.284803 0.829580 -0.155 -0.486 1.328
C -2.236599 2.010385 2.178546 -0.264 -0.385 0.835
C -0.958333 2.196764 2.750510 -0.808 -0.219 0.820
C 0.165731 2.506359 2.012306 0.237 -0.700 -2.408
C 1.573395 2.391408 2.560192 -0.425 0.389 1.400
C 2.249920 1.030249 2.690869 -1.374 -0.025 -0.346
C 2.583384 0.519681 3.914709 0.031 0.525 2.162
C 3.230651 -0.694623 4.128297 0.729 0.380 -1.658
C 3.692486 -1.297630 2.937979 -1.055 -0.143 0.395
C 3.200675 -0.956380 1.682715 0.313 0.250 -0.098
C 3.511636 -1.764836 0.411374 0.527 -0.765 0.460
C 2.298304 -2.187720 -0.403287 -0.724 0.304 -0.268
C 1.355884 -3.086529 0.126647 -0.168 -0.183 0.382
C 0.200141 -3.526901 -0.502611 0.753 0.552 -1.648
C 0.085449 -3.110716 -1.859662 -0.853 -0.520 0.679
C -0.869061 -4.384907 0.163057 1.220 -1.913 -0.335
C -1.124753 -3.931946 1.599127 -0.589 0.959 -0.950
C -0.365139 -5.917015 0.234756 -0.938 1.681 1.237
C -2.216049 -4.351899 -0.611976 0.562 -0.760 0.784
C 2.370394 0.169160 1.603435 0.289 -0.724 0.044
O 1.634967 0.317182 0.519085 0.792 0.889 -0.058
C 3.444522 -1.303164 5.485181 0.448 0.236 0.982
C 3.922891 -2.772887 5.386974 0.158 0.725 0.032
C 2.111979 -1.311546 6.249952 -0.756 0.150 -0.305
C 4.497577 -0.520460 6.383310 -1.185 -0.175 -2.986
C -0.008768 2.707917 0.597943 0.656 -0.231 2.302
O 1.117714 2.906015 -0.176542 -0.673 3.820 0.074
C 1.444109 4.337812 -0.390748 -0.960 0.926 1.313
C -3.541007 1.453774 2.926762 1.376 -0.090 -2.660
C -3.853080 -0.022209 2.382329 -0.994 1.780 1.855
C -4.713091 2.369929 2.444637 1.334 0.627 1.095
C -3.366626 1.372401 4.422690 -0.951 -1.695 1.124
C -0.461610 0.784325 -2.532988 -0.317 0.978 1.785
O 0.330233 0.595247 -1.457543 -0.666 0.508 -1.285
C -2.668916 1.807994 -6.160780 -0.537 -1.791 0.719
C -2.638532 3.324850 -6.348984 1.766 -0.807 -0.391
C -4.141555 1.351660 -6.203587 0.519 -0.200 0.325
C -2.076735 1.042440 -7.317130 0.644 -0.531 -1.024
H 4.255956 -1.625486 -3.229051 -0.418 0.432 0.756
H 4.149306 0.134928 -3.363678 0.232 0.319 -0.382
H 4.922745 -0.468988 -1.904965 -1.197 -0.501 -0.561
H 1.229089 -1.002581 -4.251329 0.240 -0.566 0.558
H -0.074264 -2.085422 -4.390695 -0.131 0.117 0.815
H -1.190537 -0.453383 -5.577025 0.130 -0.411 0.023
H -3.011297 2.791694 -3.730093 -0.006 0.733 0.209
H -1.263405 3.805809 -1.751002 -0.150 -0.689 0.310
H -2.784568 3.031014 -1.405077 0.546 -0.168 0.242
H -3.267828 2.251190 0.317931 -0.465 -0.258 -0.034
H -0.846364 2.112271 3.833994 0.074 -0.296 -0.222
H 2.249825 2.988689 1.984764 0.352 0.575 -0.487
H 1.507835 2.864827 3.567042 0.396 -0.404 -0.405
H 2.293618 1.128689 4.795302 0.193 -0.367 -0.461
H 4.300430 -2.164343 3.007940 0.516 -0.737 -0.027
H 4.221967 -1.265245 -0.274253 -0.416 0.115 0.730
H 4.050777 -2.692228 0.755524 -0.505 0.682 -0.339
H 1.517709 -3.450301 1.124866 0.281 0.018 0.495
H -0.688239 -3.611830 -2.472075 0.354 0.863 0.239
H -0.347869 -4.103126 2.331550 0.357 -0.096 -0.079
H -1.331578 -2.849223 1.518983 -0.040 -0.345 0.535
H -2.021094 -4.465112 1.884948 -0.278 0.038 0.591
H 0.627307 -5.936700 0.698178 -0.093 -0.087 -0.277
H -1.062903 -6.444977 0.929016 0.421 0.086 -0.682
H -0.367838 -6.348096 -0.747725 0.117 -0.394 -0.413
H -2.528424 -3.301113 -0.662005 -0.172 -0.341 -0.483
H -2.121341 -4.882362 -1.604640 -0.362 0.828 1.030
H -2.919836 -4.903606 0.061252 0.214 0.331 -0.890
H 3.347203 -3.314535 4.649030 -0.815 -0.413 0.371
H 4.908090 -2.867816 4.932520 0.461 0.295 0.498
H 3.909939 -3.181883 6.414493 0.018 -0.263 -0.726
H 1.353619 -1.772165 5.606759 -0.017 -0.053 0.125
H 2.171636 -1.913333 7.159531 0.103 0.106 0.096
H 1.703602 -0.309384 6.510466 0.548 -0.512 -0.167
H 5.371987 -0.407162 5.712283 -0.045 -0.015 0.972
H 4.068593 0.450661 6.624393 0.245 0.033 0.218
H 4.594344 -1.167385 7.211533 0.799 -0.240 1.262
H 0.656479 4.896700 -0.932188 0.220 -0.841 -0.105
H 1.469223 4.832583 0.596377 -0.061 -0.427 -0.074
H 2.413417 4.590424 -0.820433 -0.012 -1.201 -0.342
H -3.960739 -0.059826 1.326312 0.158 -0.032 -0.919
H -3.198753 -0.776577 2.769112 0.808 -0.235 -0.012
H -4.828690 -0.248755 2.843025 0.028 -0.110 -0.315
H -5.034705 2.228657 1.430614 0.037 -0.298 -0.427
H -5.489064 2.136212 3.100843 -1.876 -0.468 0.867
H -4.553304 3.458437 2.605009 0.393 -0.642 -0.163
H -2.502506 0.702762 4.703656 -0.650 0.973 -0.339
H -3.301251 2.346709 4.876179 0.392 0.409 0.260
H -4.266606 0.857766 4.940230 1.118 0.791 -1.006
H -3.340974 3.769884 -5.710339 -1.114 0.755 0.873
H -1.650402 3.736206 -6.059183 -0.416 -0.174 -0.462
H -2.899076 3.550551 -7.384780 0.120 0.193 0.026
H -4.648399 1.872760 -5.410980 -0.694 -0.013 0.348
H -4.566274 1.612912 -7.167609 -0.299 0.084 -0.158
H -4.192393 0.255684 -6.069255 -0.158 0.538 0.074
H -0.986221 1.137496 -7.416007 -0.212 -0.153 0.125
H -2.384262 -0.028793 -7.330074 0.537 0.567 0.435
H -2.513716 1.383177 -8.252043 -0.025 0.452 -0.234
S 4.338314 1.771522 -0.450024 0.654 0.417 0.374
S 1.097923 3.942892 -4.681354 -0.106 0.264 0.060
C 1.724448 3.033871 -3.515826 0.859 -1.319 0.443
N 2.246670 2.285431 -2.751930 -0.465 1.822 -1.453
```
Forces are in eV/Å.

Calculated values
Lowest unoccupied orbital energy (spin up / spin down), eV: 2.3 / 2.3
Multiplicity: 5
Expectation value of S²: 6.0243
DFT total energy, eV: -83497.106
Molar mass, g/mol: 955.3
Total charge: -1
Energy above the lowest of the compared OMol25 structures with the same formula, charge and spin, eV: 2.9307
Frontier orbital gap (spin up / spin down), eV: 5.9 / 6.8

Here are the Mulliken charges for atoms 1 to 8, given in e: Os 3.315; C -1.128; O -0.685; C 1.534; C -1.081; C -1.524; C 0.392; C -0.355

---

# 2
DFT (the ωB97M-V functional and the def2-TZVPD basis) results for a structure of composition C47H59N7OP2STa at a distorted geometry.

XYZ file:
```
118
Properties=species:S:1:pos:R:3:forces:R:3
Ta 0.000000 0.000000 0.000000 -1.932 0.127 -3.424
C 1.706957 4.025716 3.114074 -0.495 0.009 0.518
C 1.863596 3.132037 1.887041 1.349 -0.173 -0.159
C 2.481936 3.920648 0.730345 -0.033 0.087 -0.446
P 0.431794 2.120521 1.349045 -2.712 1.383 0.382
C -0.522703 1.724991 2.881995 -0.405 -0.739 0.432
C 0.261106 0.740815 3.757938 0.427 -0.027 0.255
C -1.890411 1.110478 2.570127 -1.187 1.897 2.229
C -0.771845 3.202262 0.400460 -0.061 0.081 -0.419
C -1.050729 4.515001 0.822168 -0.267 -0.616 -0.492
C -2.013174 5.307312 0.184601 0.150 -0.102 0.097
C -2.268053 6.716602 0.619218 0.070 0.197 0.237
C -2.742979 4.757911 -0.867545 0.429 -0.800 0.088
C -2.499648 3.449463 -1.291197 -0.001 0.065 -0.047
C -1.492980 2.654801 -0.718333 -0.417 2.858 1.360
N -1.200339 1.395674 -1.091345 2.237 -3.846 2.809
C -1.642159 0.613924 -2.114460 -2.147 -0.627 -2.044
C -1.765531 1.190334 -3.401587 -0.318 -0.261 -0.260
C -2.111287 0.466775 -4.544707 0.297 0.547 0.939
C -2.325895 -0.900088 -4.464203 0.228 -0.325 0.344
C -2.656218 -1.704493 -5.682241 -0.358 0.044 -0.112
C -2.153327 -1.533026 -3.226286 0.161 0.833 0.259
C -1.810107 -0.840706 -2.035447 -1.967 -0.201 -0.179
P -1.543168 -1.996436 -0.499950 -0.542 2.158 -1.618
C -3.146074 -2.776663 -0.098914 -0.877 -0.024 0.900
C -4.013220 -3.284204 -1.243841 0.015 -0.156 -0.733
C -3.985401 -1.816663 0.756889 0.120 0.350 0.299
C -0.308150 -3.265192 -0.926759 0.656 -0.753 -0.498
C -0.761347 -4.485384 -1.713973 -0.231 -0.477 -0.115
C 0.940267 -2.653572 -1.569445 0.713 -2.678 1.049
H 2.674232 4.467334 3.382695 -0.109 -0.187 -0.242
H 1.368848 3.469461 3.992698 0.013 0.082 -0.087
H 1.017687 4.856282 2.960492 0.043 -0.060 -0.052
H 2.613198 2.381635 2.173771 -0.067 -0.151 -0.041
H 1.836708 4.742262 0.402868 0.028 -0.162 0.058
H 2.679514 3.280536 -0.136948 -0.048 0.159 0.071
H 3.438667 4.360304 1.035186 -0.204 -0.144 0.054
H -0.699276 2.643501 3.451605 0.045 0.050 -0.270
H 0.421983 -0.215202 3.244912 -0.088 0.814 0.546
H -0.286201 0.530918 4.683790 0.056 0.110 -0.147
H 1.243352 1.130854 4.042522 -0.060 -0.019 0.032
H -1.796698 0.212774 1.951716 -1.813 0.172 3.612
H -2.545778 1.813830 2.046552 0.080 -0.182 -0.147
H -2.407122 0.825892 3.493628 0.141 0.133 0.076
H -0.529317 4.931447 1.669949 0.060 0.046 0.047
H -1.682164 6.977297 1.506867 -0.101 -0.037 -0.169
H -3.325665 6.853664 0.866322 0.155 0.091 -0.117
H -1.993000 7.411457 -0.181057 -0.151 -0.022 0.142
H -3.517224 5.332592 -1.365353 0.070 -0.011 0.101
H -3.124863 3.040788 -2.080180 0.147 0.007 0.089
H -1.533637 2.247048 -3.527175 -0.119 -0.193 0.217
H -2.181598 0.991202 -5.491627 -0.055 -0.091 0.044
H -2.979295 -1.063350 -6.509117 0.125 -0.145 0.154
H -3.473245 -2.402036 -5.470189 0.213 -0.021 -0.109
H -1.777792 -2.270375 -6.008198 -0.145 -0.075 -0.053
H -2.283110 -2.605822 -3.206931 -0.095 -0.002 0.151
H -2.914973 -3.639443 0.538621 0.339 0.039 -0.051
H -4.396479 -2.465892 -1.862281 0.137 -0.065 0.130
H -4.887345 -3.815804 -0.848758 0.263 0.144 0.145
H -3.488320 -3.988806 -1.892141 -0.085 0.064 0.010
H -4.233786 -0.897444 0.213181 0.046 -0.143 0.007
H -3.458240 -1.533483 1.674688 -0.088 0.025 -0.045
H -4.926812 -2.288798 1.060431 0.223 0.020 -0.158
H 0.014528 -3.655331 0.048376 -0.169 0.243 0.157
H -1.059526 -4.245953 -2.736545 -0.056 0.006 0.056
H -1.589662 -5.001192 -1.219245 0.073 0.078 -0.159
H 0.056964 -5.211860 -1.787867 -0.080 0.189 0.082
H 0.738773 -2.280937 -2.579641 0.201 -1.408 1.370
H 1.737169 -3.401657 -1.650003 -0.136 -0.320 0.255
H 1.335411 -1.820844 -0.976067 0.306 -1.135 -0.282
C 10.732812 -6.111481 6.268675 0.247 -0.364 0.381
O 10.809988 -5.134825 5.237567 -1.169 0.343 -0.337
C 9.625741 -4.648728 4.758738 1.031 -0.153 0.134
C 9.752004 -3.701627 3.741524 -0.632 0.766 -0.801
C 8.621209 -3.119514 3.156000 0.777 -0.453 0.455
C 7.335073 -3.476952 3.580808 -0.291 -0.069 0.086
C 7.220610 -4.428512 4.605320 0.371 -0.175 0.174
C 8.352610 -5.010845 5.190835 -0.850 0.065 -0.045
C 6.115542 -2.900773 3.000139 -0.205 -0.033 0.038
N 4.876339 -3.182893 3.364098 -0.883 0.057 -0.046
C 4.048731 -2.428498 2.562362 1.276 -0.107 0.069
C 4.794892 -1.661296 1.682200 0.127 -0.538 0.595
N 6.096438 -1.976995 1.979690 0.389 0.462 -0.542
C 4.193290 -0.796215 0.746591 0.719 -0.035 -0.007
C 4.957547 -0.020775 -0.143256 -0.593 0.615 -0.678
C 4.300556 0.809790 -1.039420 0.611 -0.544 0.536
C 2.918229 0.832024 -1.010769 -1.222 0.012 0.201
N 2.164765 0.095163 -0.163837 1.319 0.954 -0.153
C 2.778646 -0.718027 0.715056 2.003 0.735 -0.604
C 2.010148 -1.476754 1.587222 0.049 -1.421 1.652
N 0.664610 -1.384570 1.537639 -0.320 -0.725 0.654
C -0.067811 -2.131765 2.395774 -0.208 0.271 -0.754
C 0.472250 -2.994727 3.332281 0.527 -0.041 -0.027
C 1.853532 -3.101604 3.396509 -0.650 0.048 0.012
C 2.638951 -2.337514 2.517633 -0.191 -0.525 0.604
H 11.754905 -6.398509 6.533850 -0.188 0.227 -0.230
H 10.213558 -7.011139 5.922144 -0.055 0.158 0.059
H 10.258528 -5.701052 7.166203 -0.061 -0.066 -0.150
H 10.743867 -3.413582 3.400153 -0.185 -0.119 0.135
H 8.782181 -2.389090 2.370073 -0.004 -0.025 0.029
H 6.233452 -4.726218 4.957751 0.259 0.105 -0.119
H 8.198079 -5.740562 5.978416 0.126 0.109 -0.121
H 6.908965 -1.596085 1.521742 0.061 -0.106 0.114
H 6.041504 -0.054617 -0.147640 -0.100 -0.076 0.100
H 4.847907 1.425629 -1.743836 -0.124 -0.038 0.079
H 2.353567 1.464380 -1.690631 0.143 -0.094 0.171
H -1.143515 -2.010018 2.302799 0.110 -0.012 0.077
H -0.166743 -3.568049 3.993770 -0.005 0.109 -0.112
H 2.320765 -3.767917 4.117594 0.103 0.152 -0.171
N 1.550306 0.214154 -4.820742 0.178 0.649 0.579
C 1.016681 -0.730008 -4.019967 0.063 -0.500 -0.936
N 0.835501 -1.927172 -4.612656 -0.281 -0.481 0.097
S 0.618132 -0.443801 -2.444006 2.412 5.086 -2.562
H 2.103914 -0.065510 -5.617948 -0.120 -0.024 -0.027
H 1.806311 1.092788 -4.385088 -0.134 -0.218 -0.247
H 0.737572 -1.974676 -5.616901 0.131 -0.052 0.056
H 0.334944 -2.630142 -4.081092 0.053 0.082 -0.690
H -1.431302 0.152808 1.184297 3.388 -0.743 -4.856
```
Forces are in eV/Å.

Calculated values
Lowest unoccupied orbital energy (spin up / spin down), eV: -9.3 / -9.3
DFT total energy, eV: -93112.821
Molar mass, g/mol: 1013.0
Total charge: +3
Frontier orbital gap (spin up / spin down), eV: 4.3 / 4.3

Here are the Mulliken charges for atoms 1 to 8, given in e: Ta -1.576; C -1.413; C 0.931; C -1.214; P 0.749; C 0.215; C -1.899; C -2.142